Version A
A cluster of 9 separate species, C27H36O27 in total. Source: OMol25; level of theory: the ωB97M-V functional and the def2-TZVPD basis.

Computed properties:
Total charge: 0
LUMO energy (Ha): -0.0088
Frontier orbital gap (eV): 9.5
Multiplicity: 1

```
90
C27H36O27 | OMol25 | the ωB97M-V functional and the def2-TZVPD basis
O -3.60 2.13 2.17
C -3.90 1.49 3.20
O -4.32 0.29 3.14
C -4.45 -0.23 4.42
C -4.69 0.95 5.29
O -3.82 1.86 4.53
H -5.38 -0.81 4.49
H -3.71 -0.95 4.76
H -4.61 0.61 6.32
H -5.76 1.18 5.27
O 2.51 -3.96 -5.45
C 2.70 -3.67 -4.26
O 1.82 -3.15 -3.61
C 2.15 -3.04 -2.29
C 3.68 -2.86 -2.35
O 3.87 -3.42 -3.67
H 1.73 -2.08 -1.99
H 1.84 -4.00 -1.87
H 4.28 -3.46 -1.67
H 4.15 -1.88 -2.28
O 0.44 -1.18 -7.31
C 0.29 -0.47 -6.28
O 0.61 0.80 -6.13
C 0.06 1.23 -4.87
C -0.10 0.01 -4.13
O -0.23 -0.97 -5.14
H 0.93 1.76 -4.47
H -0.79 1.88 -5.06
H -0.97 0.04 -3.47
H 0.80 -0.29 -3.59
O -0.03 0.84 4.63
C -0.71 1.36 5.47
O -1.13 0.75 6.55
C -1.53 1.65 7.47
C -1.83 2.85 6.69
O -1.06 2.57 5.55
H -2.41 1.32 8.01
H -0.70 1.71 8.17
H -1.60 3.76 7.24
H -2.89 2.86 6.43
O 4.02 0.31 7.28
C 3.86 0.06 6.13
O 4.73 -0.79 5.62
C 4.86 -0.63 4.19
C 3.52 -0.04 3.93
O 3.23 0.69 5.10
H 5.73 0.00 3.99
H 5.06 -1.67 3.94
H 2.81 -0.83 3.69
H 3.38 0.64 3.09
O -2.92 3.25 -4.04
C -3.00 3.53 -2.90
O -3.32 4.73 -2.36
C -3.08 4.81 -0.93
C -3.11 3.33 -0.65
O -2.61 2.74 -1.93
H -2.14 5.32 -0.70
H -3.97 5.27 -0.51
H -4.06 3.00 -0.25
H -2.46 3.07 0.19
O 3.52 0.13 0.49
C 3.82 0.62 -0.60
O 3.32 0.27 -1.76
C 3.58 1.34 -2.57
C 4.88 2.05 -2.02
O 4.63 1.62 -0.69
H 3.55 1.05 -3.62
H 2.76 2.06 -2.57
H 4.66 3.09 -2.29
H 5.78 1.57 -2.41
O -0.48 -2.81 -1.05
C -0.28 -1.74 -0.44
O -0.93 -0.60 -0.76
C -0.57 0.43 0.09
C 0.13 -0.34 1.22
O 0.42 -1.55 0.59
H -0.01 1.25 -0.37
H -1.34 1.04 0.57
H -0.52 -0.29 2.10
H 1.02 0.19 1.55
O -3.33 -5.00 -7.07
C -2.70 -4.75 -6.08
O -2.65 -3.49 -5.46
C -1.52 -3.45 -4.59
C -1.83 -4.89 -4.06
O -2.30 -5.53 -5.24
H -0.64 -3.38 -5.24
H -1.48 -2.78 -3.74
H -2.60 -4.97 -3.28
H -1.04 -5.40 -3.50
```

---

Version B
A cluster of 9 separate species, C27H36O27 in total. Source: OMol25; level of theory: the ωB97M-V functional and the def2-TZVPD basis.

Computed properties:
Total charge: 0
LUMO energy (Ha): 0.0088
Frontier orbital gap (eV): 11.0
Multiplicity: 1

```
90
C27H36O27 | OMol25 | the ωB97M-V functional and the def2-TZVPD basis
O -13.10 1.64 -13.82
C -14.00 1.65 -14.59
O -14.24 2.64 -15.48
C -15.24 2.22 -16.40
C -15.76 0.88 -15.83
O -14.97 0.71 -14.63
H -16.04 2.96 -16.38
H -14.88 2.12 -17.42
H -15.55 0.03 -16.47
H -16.79 0.98 -15.49
O -7.43 4.18 -12.90
C -7.89 3.12 -13.14
O -9.21 2.89 -13.33
C -9.43 1.59 -13.87
C -8.16 0.89 -13.41
O -7.21 1.96 -13.30
H -10.32 1.21 -13.36
H -9.66 1.56 -14.93
H -7.70 0.18 -14.09
H -8.26 0.41 -12.44
O -13.97 -1.74 -16.79
C -13.18 -1.82 -15.90
O -11.93 -1.28 -15.96
C -11.40 -1.22 -14.62
C -12.19 -2.34 -13.93
O -13.39 -2.38 -14.70
H -10.34 -1.41 -14.73
H -11.68 -0.28 -14.14
H -12.46 -2.11 -12.90
H -11.59 -3.25 -13.97
O -14.08 -5.31 -9.92
C -14.69 -4.63 -10.68
O -15.11 -5.03 -11.91
C -15.72 -3.94 -12.59
C -15.80 -2.83 -11.52
O -15.02 -3.34 -10.45
H -15.29 -3.49 -13.48
H -16.74 -4.26 -12.81
H -16.83 -2.67 -11.19
H -15.37 -1.90 -11.89
O -16.95 2.18 -8.92
C -16.80 1.95 -7.77
O -17.76 1.91 -6.84
C -17.20 1.65 -5.56
C -15.75 1.25 -5.87
O -15.59 1.61 -7.23
H -17.21 2.61 -5.03
H -17.70 0.94 -4.91
H -15.56 0.19 -5.72
H -15.09 1.82 -5.22
O -11.90 -1.21 -7.98
C -10.74 -1.49 -8.00
O -9.88 -1.24 -7.00
C -8.57 -1.67 -7.37
C -8.75 -2.23 -8.80
O -10.13 -2.06 -9.06
H -7.90 -0.81 -7.37
H -8.22 -2.42 -6.67
H -8.42 -3.26 -8.87
H -8.18 -1.62 -9.50
O -10.29 0.53 -10.61
C -11.48 0.53 -10.48
O -12.21 1.36 -9.72
C -13.55 0.90 -9.70
C -13.63 0.17 -11.03
O -12.29 -0.26 -11.22
H -13.60 0.18 -8.88
H -14.31 1.67 -9.66
H -13.92 0.88 -11.81
H -14.40 -0.60 -11.11
O -16.53 -3.33 -4.08
C -16.04 -3.18 -5.15
O -16.22 -2.09 -5.94
C -15.51 -2.24 -7.16
C -14.60 -3.44 -6.90
O -15.20 -4.04 -5.74
H -16.18 -2.31 -8.01
H -14.88 -1.37 -7.34
H -13.60 -3.16 -6.56
H -14.48 -4.17 -7.70
O -14.69 4.40 -10.25
C -13.51 4.49 -10.32
O -12.70 5.24 -9.53
C -11.35 4.99 -9.89
C -11.47 4.59 -11.34
O -12.77 3.96 -11.34
H -10.75 5.88 -9.74
H -10.95 4.17 -9.29
H -10.72 3.88 -11.66
H -11.58 5.48 -11.97
```

---

Stability summary - winner: version B; margin: 176.9 kcal/mol.

---

Version A
The molecule C5H7IN2. Source: OMol25; level of theory: the ωB97M-V functional and the def2-TZVPD basis.

Computed properties:
Total charge: 0
LUMO energy (Ha): 0.0008
Frontier orbital gap (eV): 8.9
Multiplicity: 1

```
15
C5H7IN2 | OMol25 | the ωB97M-V functional and the def2-TZVPD basis
C 0.33 -1.95 0.04
C 0.95 -0.67 -0.54
I 2.99 -0.12 0.04
N 0.01 0.39 -0.22
C -0.40 0.77 1.04
C -1.32 1.78 0.86
N -1.37 2.15 -0.43
C -0.50 1.36 -1.05
H -0.13 -1.85 0.95
H 1.11 -2.84 0.22
H -0.46 -2.42 -0.66
H 0.95 -0.66 -1.56
H 0.05 0.33 1.86
H -1.95 2.34 1.48
H -0.26 1.39 -2.04
```

---

Version B
The molecule C5H7IN2. Source: OMol25; level of theory: the ωB97M-V functional and the def2-TZVPD basis.

Computed properties:
Total charge: 0
LUMO energy (Ha): 0.0061
Frontier orbital gap (eV): 8.7
Multiplicity: 1

```
15
C5H7IN2 | OMol25 | the ωB97M-V functional and the def2-TZVPD basis
C 1.51 0.20 -1.35
C 0.50 1.03 -0.50
I -0.68 2.19 -1.97
C -0.30 0.17 0.33
C -0.75 0.50 1.66
N -1.44 -0.60 2.17
C -1.40 -1.52 1.24
N -0.75 -1.07 0.10
H 0.96 -0.49 -1.76
H 2.21 -0.44 -0.67
H 2.20 0.78 -1.99
H 1.04 1.74 0.13
H -0.48 1.44 2.22
H -1.76 -2.56 1.20
H -0.86 -1.38 -0.81
```

---

Stability summary - winner: version B; margin: 7.1 kcal/mol.

---

Version A
A structure of composition C3H2FN. Source: OMol25; level of theory: the ωB97M-V functional and the def2-TZVPD basis.

Computed properties:
Total charge: 0
LUMO energy (Ha): 0.0256
Frontier orbital gap (eV): 9.5
Multiplicity: 1

```
7
C3H2FN | OMol25 | the ωB97M-V functional and the def2-TZVPD basis
C 1.09 -0.50 0.23
C 1.98 0.56 0.01
C -0.02 0.21 0.10
N -0.97 0.92 0.18
F 3.28 0.16 -0.03
H 1.20 -1.57 0.37
H -1.56 1.47 -0.41
```

---

Version B
The molecule C3H2FN. Source: OMol25; level of theory: the ωB97M-V functional and the def2-TZVPD basis.

Computed properties:
Total charge: 0
LUMO energy (Ha): 0.0254
Frontier orbital gap (eV): 10.4
Multiplicity: 1

```
7
C3H2FN | OMol25 | the ωB97M-V functional and the def2-TZVPD basis
H 1.34 1.81 -0.13
N 1.64 0.85 0.00
C 0.53 0.17 0.10
C -0.23 -1.10 0.03
C -0.91 0.04 0.02
F -2.19 0.34 0.02
H -0.18 -2.12 -0.05
```

---

Stability summary - winner: version B; margin: 11.6 kcal/mol.